Here is C16H23N4O5Tc as an isolated structure from OMol25. Energies are from the ωB97M-V functional and the def2-TZVPD basis.

HOMO (spin up / spin down)   -0.6990 / -0.7060 Eh
Energy above the lowest of the compared OMol25 structures with the same formula, charge and spin   0.00 kJ/mol
Charge   +3
Kohn-Sham gap (spin up / spin down)   8.18 / 7.81 eV
Multiplicity   4
Expectation value of S²   3.767

Last column: Löwdin charge in e.
CARTESIAN COORDINATES (ANGSTROEM)
Tc  -0.02496  0.44544  -0.38974  1.70
O  3.02778  -1.73224  -2.07915  0.27
C  1.98858  -1.25596  -1.49990  -0.38
O  1.59021  -0.07841  -1.62558  -0.03
C  1.23776  -2.19788  -0.61401  -0.12
C  1.54421  -3.51695  -0.33464  0.11
C  0.72155  -4.19395  0.56405  0.07
C  -0.35759  -3.53909  1.15598  0.09
C  -0.59035  -2.21794  0.81727  -0.12
N  0.19274  -1.58840  -0.05671  0.02
C  -1.63174  -1.26721  1.33636  -0.38
O  -2.58049  -1.60347  2.13683  0.27
O  -1.56732  -0.08045  0.96961  -0.04
H  3.50921  -1.07861  -2.62421  0.20
H  2.39817  -3.99586  -0.79672  0.16
H  0.92761  -5.22720  0.81322  0.15
H  -0.98120  -4.06339  1.86976  0.15
H  -2.61562  -2.53904  2.39569  0.17
C  -3.25493  0.27155  -4.09683  0.02
C  -3.69717  0.32820  -2.78300  0.00
C  -2.77346  0.31433  -1.75966  -0.11
N  -1.44107  0.24388  -1.98798  -0.11
C  -1.01928  0.18790  -3.27429  -0.11
C  -1.88988  0.19883  -4.34097  0.00
H  -3.96109  0.28458  -4.91712  0.14
H  -4.75074  0.38183  -2.54537  0.14
H  -3.09007  0.36265  -0.72718  0.11
H  0.04805  0.13558  -3.43683  0.11
H  -1.49960  0.15071  -5.34814  0.14
N  -1.22706  2.65430  -0.07141  0.03
N  -0.02122  2.51425  -0.84401  -0.08
H  -1.98702  2.96155  -0.67098  0.12
H  -1.09788  3.32140  0.68411  0.11
H  0.75999  3.00095  -0.40637  0.13
H  -0.11617  2.85961  -1.79793  0.14
C  1.74470  0.06477  3.17409  -0.01
C  1.61674  1.28318  2.27765  -0.61
C  2.95284  1.95618  2.03389  -0.01
C  0.57231  2.25676  2.79918  -0.02
O  1.17010  0.77092  0.96172  -0.31
H  2.17416  0.36100  4.13065  0.11
H  2.40512  -0.68002  2.72754  0.09
H  0.76821  -0.38317  3.37518  0.09
H  3.32394  2.36445  2.97427  0.12
H  2.85980  2.78708  1.33157  0.09
H  3.69137  1.25081  1.65406  0.10
H  0.76128  2.46017  3.85260  0.12
H  -0.43699  1.85000  2.71611  0.08
H  0.62647  3.21637  2.27737  0.09

Cartesian forces (eV/Å) of the 6 atoms listed first:
Tc 0.32 0.30 0.02
O -0.03 0.04 -0.02
C 0.05 -0.04 0.09
O -0.08 -0.15 0.01
C 0.00 0.13 -0.09
C 0.00 -0.05 0.00



Here is C16H23NO4 in the gas phase from OMol25. Energies are from the ωB97M-V functional and the def2-TZVPD basis.

HOMO   -0.2904 Eh
Energy above the lowest of the compared OMol25 structures with the same formula, charge and spin   21.79 kJ/mol
Kohn-Sham gap   8.31 eV
Multiplicity   1
Structure (SMILES)   CCCCCOc1ccc(NC(=O)CCCC(=O)O)cc1

Last column: Löwdin charge in e.
CARTESIAN COORDINATES (ANGSTROEM)
C  -5.11457  -5.38516  1.71524  -0.11
C  -5.21243  -4.04887  2.44163  -0.27
C  -4.54338  -2.90167  1.68388  -0.23
C  -3.02723  -3.05058  1.59220  -0.18
C  -2.38493  -1.83693  0.92900  -0.22
O  -0.99422  -2.07086  0.85921  -0.05
C  -0.19532  -1.12968  0.28661  -0.27
C  1.16665  -1.43224  0.23558  0.01
C  2.07138  -0.55750  -0.32394  0.00
C  1.63176  0.65492  -0.85148  -0.22
N  2.48948  1.59232  -1.44191  0.13
C  3.84410  1.56343  -1.54851  -0.47
O  4.55605  0.67329  -1.13746  0.07
C  4.41511  2.80322  -2.22908  -0.10
C  4.78939  3.86919  -1.19295  -0.16
C  3.57751  4.47083  -0.46391  -0.09
C  2.72180  5.25231  -1.42496  -0.53
O  2.92643  6.37412  -1.79453  0.12
O  1.66852  4.53952  -1.87574  0.08
C  0.27662  0.96020  -0.79854  -0.02
C  -0.63307  0.08187  -0.23724  -0.02
H  -4.08222  -5.71604  1.64306  0.06
H  -5.67673  -6.14644  2.25113  0.07
H  -5.52256  -5.30271  0.71014  0.07
H  -4.75872  -4.13926  3.43082  0.11
H  -6.26700  -3.80094  2.58332  0.10
H  -4.77450  -1.96284  2.19391  0.11
H  -4.96334  -2.84218  0.67692  0.11
H  -2.76413  -3.93369  1.01019  0.11
H  -2.60244  -3.16736  2.59060  0.12
H  -2.79837  -1.69772  -0.08043  0.13
H  -2.59017  -0.93114  1.51780  0.13
H  1.49559  -2.37341  0.64613  0.12
H  3.11916  -0.80325  -0.35632  0.10
H  2.01867  2.41797  -1.79000  0.11
H  5.32397  2.49735  -2.74916  0.12
H  3.71338  3.20606  -2.96038  0.11
H  5.44959  3.41633  -0.45164  0.12
H  5.33385  4.67564  -1.68842  0.12
H  3.93937  5.16359  0.29691  0.13
H  2.98687  3.68724  0.00916  0.12
H  1.14127  5.07502  -2.49045  0.14
H  -0.07506  1.90046  -1.20082  0.11
H  -1.67613  0.35557  -0.21557  0.10

Cartesian forces (eV/Å) of the 6 atoms listed first:
C -0.03 0.15 0.20
C -0.04 0.06 -0.24
C 0.17 -0.11 0.22
C 0.00 0.36 -0.23
C -0.30 -0.14 0.10
O 0.16 -0.07 0.01



Here is C16H24AlCl2IKN6O9P2V as an isolated structure at a distorted geometry from OMol25. Energies are from the ωB97M-V functional and the def2-TZVPD basis.

HOMO   -0.2793 Eh
Kohn-Sham gap   1.30 eV
Multiplicity   1

Last column: Löwdin charge in e.
CARTESIAN COORDINATES (ANGSTROEM)
N  -0.62433  1.94411  -2.27211  0.04
C  0.05626  0.77048  -2.31844  -0.53
N  1.13100  0.46067  -1.59730  0.09
C  1.50072  -0.73851  -1.99634  -0.67
P  3.05642  -1.21041  -1.06643  0.65
O  3.27556  -2.75934  -0.94857  -0.39
I  4.71637  -0.31493  -2.74116  0.50
N  0.70177  -1.20631  -2.94572  0.00
N  -0.21909  -0.23810  -3.14491  0.17
H  -1.10112  2.19857  -1.42939  0.12
H  -0.66363  2.50469  -3.10183  0.01
H  3.29522  -3.02462  -0.01981  0.07
H  0.78037  -2.12087  -3.39909  0.09
H  -0.97109  -0.29665  -3.84670  0.16
N  0.29706  -3.05255  1.41895  0.02
C  0.68627  -1.98911  2.11590  -0.17
C  0.23625  -1.69317  3.39257  -0.06
C  -0.67854  -2.55793  3.97427  -0.09
C  -1.09582  -3.67243  3.26318  -0.06
C  -0.57497  -3.87306  1.99109  -0.15
H  1.39726  -1.33294  1.61542  0.08
H  0.58572  -0.81077  3.91281  0.08
H  -1.06050  -2.36347  4.96872  0.06
H  -1.80948  -4.36850  3.68309  0.10
H  -0.86961  -4.72916  1.39295  0.10
O  -1.53012  1.62404  -5.39744  -0.20
H  -1.34993  1.66951  -4.45178  -0.13
C  -4.85840  -1.68388  -2.37483  -0.16
C  -3.72013  -2.52756  -1.78980  -0.16
C  -2.61943  -2.30528  -2.80981  -0.22
O  -2.82111  -0.98149  -3.34946  -0.20
C  -4.10684  -0.48904  -2.95169  -0.19
H  -5.61010  -1.39255  -1.64370  0.11
H  -5.35521  -2.23606  -3.17475  0.11
H  -3.42100  -2.12672  -0.81837  0.11
H  -3.96853  -3.57823  -1.66041  0.11
H  -2.68825  -3.02225  -3.63465  0.12
H  -1.61670  -2.36177  -2.38698  0.00
H  -3.95809  0.28848  -2.19464  0.12
H  -4.60614  -0.04273  -3.81039  0.12
O  -4.63413  0.09053  4.51116  -0.55
V  -3.71516  -0.94694  5.40181  1.14
O  -2.80196  -1.99024  6.31336  -0.56
N  0.84783  1.98622  4.46674  0.05
C  2.13765  1.72949  4.26527  -0.17
C  3.14107  2.04908  5.16671  -0.07
C  2.78530  2.67719  6.34789  -0.08
C  1.44872  2.95541  6.57575  -0.07
C  0.52437  2.58946  5.60889  -0.15
H  2.37424  1.24012  3.32566  0.10
H  4.17261  1.81204  4.94678  0.10
H  3.53690  2.94556  7.07850  0.11
H  1.12631  3.44541  7.48372  0.10
H  -0.53277  2.78580  5.75005  0.10
Cl  1.36902  3.46848  -2.81673  0.23
K  6.00823  1.86029  -3.33298  0.51
O  5.25419  6.02596  -5.14938  -0.10
P  3.92729  5.36458  -4.81584  -0.14
O  2.94585  6.46826  -4.45987  -0.13
O  4.07229  4.37695  -3.65141  -0.45
O  3.47261  4.61501  -6.06266  -0.14
Al  2.27485  1.53138  -3.76787  0.45
Cl  0.44659  -3.44020  -1.63797  -0.06

Cartesian forces (eV/Å) of the 6 atoms listed first:
N -1.50 -2.20 0.28
C -1.28 0.76 0.21
N 0.35 0.66 0.63
C 0.83 -1.45 -0.16
P -0.72 0.90 1.48
O 0.37 -0.42 -0.94



Here is C16H24BF4KN2O9 as an isolated structure at a distorted geometry from OMol25. Energies are from the ωB97M-V functional and the def2-TZVPD basis.

HOMO   0.0071 Eh
Charge   -2
Kohn-Sham gap   3.07 eV
Multiplicity   1

Last column: Löwdin charge in e.
CARTESIAN COORDINATES (ANGSTROEM)
K  -0.32339  0.38603  0.11147  0.83
C  0.41206  5.68509  3.37158  -0.05
C  0.29941  4.33465  3.57424  -0.44
C  -0.40421  3.50078  2.50772  -0.39
O  -0.31656  2.21307  2.46649  -0.16
C  -1.02306  4.05022  1.40863  -0.04
C  -0.96812  5.51494  1.17331  -0.39
C  -0.17682  6.40792  2.23619  -0.36
O  -0.15923  7.63016  1.95238  -0.09
O  -1.42930  6.11483  0.22098  -0.04
O  0.81342  3.92410  4.64981  -0.09
H  0.84824  6.27852  4.16151  0.08
H  -1.44302  3.40675  0.64969  0.07
B  2.77849  -0.59338  1.49458  -1.44
F  2.22700  0.59270  1.10919  0.11
F  3.55194  -1.11230  0.47281  0.11
F  3.60459  -0.38214  2.53095  0.16
F  1.78016  -1.48058  1.93773  0.08
C  3.34556  -4.66415  -1.60061  -0.04
C  2.49399  -3.37028  -1.85786  -0.20
O  1.19209  -3.82183  -2.09000  -0.03
C  0.05557  -2.96950  -1.90883  -0.45
O  0.10361  -1.80068  -1.52774  0.05
O  -1.05437  -3.56381  -2.36630  -0.02
C  -2.31052  -2.96488  -2.22560  -0.04
H  4.28359  -4.38223  -1.12236  0.07
H  3.58391  -5.28238  -2.46610  0.06
H  2.93821  -5.39360  -0.90056  0.07
H  2.73501  -2.69841  -2.68163  0.11
H  2.37213  -2.75900  -0.96366  0.11
H  -2.30691  -2.79977  -1.14819  0.10
H  -3.06139  -3.66794  -2.58616  0.09
H  -2.45096  -2.09936  -2.87310  0.10
C  -2.79095  -0.65930  2.61476  -0.27
O  -2.28121  -0.85719  1.52468  -0.08
N  -3.67566  -1.58331  3.15210  -0.17
C  -4.46996  -1.32193  4.39133  -0.06
C  -4.02334  -2.83108  2.35730  -0.02
H  -2.56666  0.23581  3.21532  0.15
H  -4.18599  -0.45806  4.99231  0.09
H  -4.18923  -2.13182  5.06466  0.07
H  -5.55313  -1.30704  4.27037  0.07
H  -5.09786  -2.90594  2.19028  0.07
H  -3.40863  -2.84277  1.45725  0.06
H  -3.75772  -3.65552  3.01900  0.08
C  0.73033  2.00680  -3.27603  -0.31
O  0.17858  1.90068  -2.16167  -0.04
N  1.82689  1.42174  -3.75742  -0.18
C  2.48840  1.85343  -5.02293  -0.04
C  2.42296  0.33569  -3.03171  -0.04
H  0.42763  2.71794  -4.06014  0.13
H  1.89723  2.55505  -5.61144  0.08
H  2.60414  1.01811  -5.71353  0.07
H  3.54192  2.07441  -4.85157  0.08
H  3.48606  0.57568  -3.01323  0.10
H  2.13983  0.27076  -1.98113  0.09
H  2.26527  -0.64565  -3.47914  0.08

Cartesian forces (eV/Å) of the 6 atoms listed first:
K 0.44 0.65 0.83
C -1.36 3.42 -2.76
C 0.70 0.11 1.67
C 0.42 -3.28 -1.26
O 0.01 0.46 1.30
C -0.17 3.93 -0.16